w.
A molecular structure, C5H5BrN, computed with ωB97M-V with the def2-TZVPD basis set.

## Properties
- gap between HOMO and LUMO (spin up / spin down) (eV) = 5.00 / 4.89
- net charge = +1

Each line ends with the natural charge from an NBO analysis.
Element x y z (Å)
C -0.35 -1.09 0.09  -0.362
C 0.08 -2.41 -0.03  0.373
C 0.78 -0.23 0.16  0.235
C 1.73 -1.29 -0.01  0.531
C 1.03 1.16 -0.09  -0.720
N 1.52 -2.50 -0.07  -0.421
Br 4.33 0.20 0.00  -0.122
H -1.29 -0.87 0.36  0.262
H -0.51 -3.20 -0.37  0.253
H 0.04 1.80 -0.06  0.296
H 1.12 1.26 -1.19  0.350
H 1.92 1.52 0.43  0.325



x.
A gas-phase ion, C5H5BrN (charge +1), computed with ωB97M-V with the def2-TZVPD basis set.

## Properties
- gap between HOMO and LUMO (spin up / spin down) (eV) = 8.19 / 8.18
- net charge = +1
- structure (SMILES) = C=[N+]=C=C/C=C/Br

Each line ends with the natural charge from an NBO analysis.
Element x y z (Å)
C -0.03 -1.62 -0.11  -0.187
N 0.83 -1.12 0.78  -0.200
C 1.37 -0.13 1.11  0.545
C 1.11 1.21 0.79  -0.311
C 0.02 1.34 -0.02  -0.102
C -0.73 0.24 -0.67  -0.316
Br -2.58 -0.06 -0.33  0.181
H -0.95 -1.95 0.27  0.244
H 0.39 -2.32 -0.84  0.264
H 1.49 2.06 1.42  0.297
H -0.19 2.24 -0.54  0.284
H -0.72 0.10 -1.86  0.302



Of them, x has the highest stability.



w.
6 unconnected molecules or ions with the total composition C12H39N3O6, computed with ωB97M-V with the def2-TZVPD basis set.

## Properties
- gap between HOMO and LUMO (eV) = 9.36
- net charge = 0
- structure (SMILES) = COC[C@H](C)N.COC[C@H](C)N.COC[C@H](C)N.O.O.O

Each line ends with the natural charge from an NBO analysis.
Element x y z (Å)
C 3.55 6.57 6.01  -0.257
O 3.50 5.16 6.45  -0.553
C 4.73 4.59 6.59  -0.067
C 4.62 3.10 6.44  -0.054
C 4.28 2.58 5.01  -0.617
N 3.71 2.51 7.37  -0.822
H 4.19 7.11 6.71  0.169
H 2.56 7.02 6.03  0.198
H 4.00 6.81 5.05  0.175
H 5.32 4.94 5.74  0.158
H 5.20 4.84 7.54  0.158
H 5.61 2.85 6.81  0.175
H 5.07 3.03 4.40  0.200
H 3.36 3.10 4.74  0.213
H 4.23 1.50 4.98  0.227
H 2.78 2.90 7.29  0.355
H 3.94 2.83 8.29  0.342
C -2.91 4.08 -5.39  -0.250
O -2.15 3.96 -4.18  -0.553
C -0.97 3.13 -4.34  -0.063
C -0.27 2.88 -2.94  -0.051
C 0.75 4.06 -2.52  -0.630
N 0.36 1.56 -2.85  -0.845
H -2.28 4.26 -6.25  0.167
H -3.69 4.83 -5.33  0.193
H -3.47 3.15 -5.49  0.167
H -1.27 2.15 -4.73  0.169
H -0.32 3.62 -5.06  0.167
H -1.01 2.85 -2.14  0.179
H 0.90 4.14 -1.44  0.213
H 0.32 5.02 -2.78  0.216
H 1.64 4.05 -3.16  0.210
H -0.36 0.87 -2.71  0.355
H 0.90 1.42 -2.01  0.358
C -5.33 -5.85 -4.82  -0.274
O -5.57 -6.39 -3.43  -0.543
C -4.69 -5.86 -2.44  -0.072
C -3.16 -6.00 -2.67  -0.092
C -2.79 -7.33 -3.02  -0.604
N -2.47 -5.53 -1.45  -0.838
H -5.39 -4.78 -5.05  0.190
H -6.14 -6.32 -5.37  0.199
H -4.43 -6.34 -5.18  0.173
H -4.89 -4.79 -2.43  0.171
H -5.01 -6.14 -1.44  0.190
H -2.78 -5.58 -3.59  0.189
H -3.07 -8.04 -2.24  0.195
H -1.72 -7.34 -3.23  0.200
H -3.35 -7.61 -3.91  0.211
H -2.85 -6.01 -0.65  0.349
H -1.49 -5.77 -1.42  0.356
O 4.05 -3.72 2.32  -0.937
H 4.37 -3.47 1.46  0.469
H 3.63 -4.57 2.18  0.468
O 0.98 -1.56 1.50  -0.944
H 1.88 -1.41 1.78  0.476
H 0.85 -2.50 1.60  0.468
O -2.76 -1.25 -0.34  -0.945
H -2.03 -1.08 0.24  0.471
H -2.67 -2.18 -0.58  0.473



x.
6 unconnected molecules or ions with the total composition C12H39N3O6, computed with ωB97M-V with the def2-TZVPD basis set.

## Properties
- gap between HOMO and LUMO (eV) = 9.85
- net charge = 0
- structure (SMILES) = COC[C@H](C)N.COC[C@H](C)N.COC[C@H](C)N.O.O.O

Each line ends with the natural charge from an NBO analysis.
Element x y z (Å)
C -25.29 -5.48 6.02  -0.247
O -25.51 -5.22 4.67  -0.535
C -24.48 -4.43 4.10  -0.063
C -24.75 -4.18 2.61  -0.072
C -24.39 -5.43 1.80  -0.626
N -23.98 -3.01 2.14  -0.813
H -24.59 -6.31 6.19  0.157
H -26.24 -5.81 6.46  0.193
H -24.98 -4.62 6.63  0.163
H -24.45 -3.47 4.64  0.154
H -23.50 -4.89 4.27  0.152
H -25.81 -3.97 2.49  0.198
H -25.14 -6.19 2.02  0.242
H -23.40 -5.75 2.14  0.173
H -24.38 -5.26 0.73  0.229
H -24.23 -2.28 2.80  0.347
H -22.99 -3.18 2.26  0.345
C -20.61 -5.29 7.68  -0.249
O -20.54 -5.33 6.26  -0.539
C -21.17 -6.45 5.71  -0.062
C -20.24 -7.66 5.61  -0.076
C -19.01 -7.32 4.76  -0.614
N -20.92 -8.85 5.08  -0.849
H -19.86 -4.56 8.01  0.197
H -20.42 -6.28 8.09  0.168
H -21.57 -4.89 8.04  0.172
H -22.08 -6.73 6.26  0.162
H -21.59 -6.19 4.73  0.185
H -19.84 -7.91 6.60  0.165
H -18.40 -6.53 5.17  0.229
H -19.37 -7.08 3.76  0.203
H -18.36 -8.19 4.64  0.207
H -20.32 -9.66 5.16  0.379
H -21.68 -9.02 5.74  0.364
C -22.55 -6.25 -1.36  -0.245
O -23.83 -5.86 -1.80  -0.547
C -24.57 -6.94 -2.34  -0.061
C -26.06 -6.59 -2.41  -0.068
C -26.64 -6.41 -1.01  -0.626
N -26.78 -7.65 -3.14  -0.817
H -22.50 -6.62 -0.33  0.162
H -21.90 -5.37 -1.38  0.189
H -22.12 -6.95 -2.09  0.170
H -24.22 -7.08 -3.37  0.154
H -24.41 -7.90 -1.83  0.178
H -26.13 -5.63 -2.92  0.164
H -27.63 -5.97 -1.06  0.203
H -26.01 -5.80 -0.36  0.224
H -26.69 -7.35 -0.45  0.222
H -26.37 -7.62 -4.07  0.346
H -27.73 -7.30 -3.25  0.355
O -22.22 -11.46 2.16  -0.958
H -22.63 -10.65 2.50  0.486
H -22.24 -11.35 1.20  0.467
O -25.54 -8.75 2.41  -0.961
H -25.71 -9.60 2.83  0.465
H -24.60 -8.57 2.59  0.490
O -22.52 -8.58 2.70  -1.012
H -22.23 -7.82 2.18  0.477
H -21.91 -8.61 3.48  0.506



Of them, x has the highest stability.



w.
2 unconnected molecules or ions with the total composition C3H4Si, computed with ωB97M-V with the def2-TZVPD basis set.

## Properties
- gap between HOMO and LUMO (eV) = 8.08
- net charge = 0
- structure (SMILES) = C#[SiH].C#C

Each line ends with the natural charge from an NBO analysis.
Element x y z (Å)
C 0.77 1.61 1.34  -1.063
Si 1.37 0.33 0.40  0.924
H 1.46 2.36 1.60  0.201
H 2.00 -0.88 -0.34  -0.105
C -1.41 -0.39 -0.34  -0.249
C -1.16 -1.39 -0.98  -0.244
H -1.69 0.61 -0.06  0.279
H -1.34 -2.25 -1.63  0.257



x.
A molecular structure, C3H4Si, computed with ωB97M-V with the def2-TZVPD basis set.

## Properties
- gap between HOMO and LUMO (eV) = 7.77
- net charge = 0

Each line ends with the natural charge from an NBO analysis.
Element x y z (Å)
C 0.71 -0.46 0.52  -0.491
C -0.84 -0.33 0.22  -0.554
C 0.15 -0.48 -0.80  -0.084
Si -0.07 1.35 0.86  0.623
H 1.32 -1.18 0.90  0.220
H -1.81 -0.76 0.53  0.258
H 0.11 -0.45 -1.93  0.261
H 0.42 2.33 -0.30  -0.234



Of them, x has the highest stability.



w.
A molecular structure, C17H21BCl2N7O3PtS2, computed with ωB97M-V with the def2-TZVPD basis set.

## Properties
- gap between HOMO and LUMO (spin up / spin down) (eV) = 6.17 / 6.97
- net charge = 0
- multiplicity = 2
- <S²> = 0.7543

Each line ends with the natural charge from an NBO analysis.
Element x y z (Å)
Pt 0.60 0.31 -0.28  1.228
B 1.35 1.96 2.83  0.164
N 2.00 0.57 2.63  -0.266
C 2.98 0.05 3.38  -0.012
C 3.32 -1.18 2.84  -0.355
C 2.49 -1.33 1.74  -0.049
N 1.70 -0.26 1.64  -0.316
N -0.10 1.94 2.34  -0.279
C -1.19 2.28 3.03  0.011
C -2.29 2.24 2.18  -0.351
C -1.76 1.87 0.95  -0.016
N -0.44 1.72 1.07  -0.304
H 1.38 2.24 3.99  -0.040
H 1.97 2.74 2.16  -0.044
H 3.38 0.57 4.22  0.224
H 4.06 -1.87 3.21  0.226
H 2.42 -2.15 1.05  0.212
H -1.14 2.53 4.07  0.224
H -3.31 2.44 2.42  0.232
H -2.24 1.72 0.01  0.251
O -0.92 -1.22 0.60  -0.564
N -0.54 -2.47 0.45  0.034
C -0.96 -3.42 1.36  0.024
C -0.91 -4.74 1.08  -0.267
C -0.41 -5.20 -0.18  -0.149
C 0.09 -4.26 -1.07  -0.257
C 0.08 -2.91 -0.77  0.012
S 0.92 -1.76 -1.73  -0.082
H -1.36 -3.00 2.27  0.241
H -1.23 -5.45 1.82  0.234
H -0.39 -6.24 -0.42  0.227
H 0.55 -4.56 -2.00  0.236
Cl -1.55 4.40 -2.00  -0.012
C -2.05 2.97 -2.93  -0.315
Cl -3.58 2.33 -2.33  -0.012
C -0.88 1.93 -2.79  0.787
O -0.01 2.04 -3.65  -0.704
O -0.95 1.15 -1.83  -0.743
H -2.17 3.27 -3.97  0.237
C 5.40 0.00 -2.06  -0.407
N 4.19 0.07 -2.83  -0.400
C 4.12 -0.46 -4.17  -0.218
C 2.69 -0.11 -4.62  -0.226
N 2.13 0.54 -3.44  -0.589
C 3.03 0.63 -2.48  0.354
S 2.77 1.40 -0.97  -0.123
H 5.71 -1.04 -1.95  0.201
H 5.22 0.44 -1.08  0.247
H 6.19 0.56 -2.57  0.200
H 4.30 -1.54 -4.15  0.202
H 4.89 0.00 -4.80  0.201
H 2.10 -1.00 -4.86  0.210
H 2.66 0.57 -5.47  0.211
H 1.23 1.08 -3.48  0.471



x.
A molecular structure, C17H21BCl2N7O3PtS2, computed with ωB97M-V with the def2-TZVPD basis set.

## Properties
- gap between HOMO and LUMO (spin up / spin down) (eV) = 6.02 / 5.37
- net charge = 0
- multiplicity = 2
- <S²> = 0.7694

Each line ends with the natural charge from an NBO analysis.
Element x y z (Å)
Pt -0.04 -0.05 -0.26  0.792
B -0.60 -3.52 -0.69  0.181
N -1.74 -2.48 -0.89  -0.251
C -3.01 -2.87 -1.07  0.006
C -3.80 -1.75 -1.24  -0.345
C -2.92 -0.69 -1.15  -0.052
N -1.67 -1.15 -0.93  -0.282
N 0.75 -2.81 -0.90  -0.328
C 1.93 -3.37 -0.74  0.087
C 2.94 -2.55 -1.25  -0.533
C 2.27 -1.38 -1.75  0.549
N 0.90 -1.56 -1.51  -0.453
H -0.63 -4.03 0.40  -0.037
H -0.74 -4.35 -1.57  -0.050
H -3.25 -3.92 -1.08  0.231
H -4.86 -1.72 -1.42  0.227
H -3.09 0.36 -1.26  0.204
H 1.99 -4.34 -0.27  0.230
H 4.00 -2.71 -1.26  0.257
H 1.53 -1.08 0.38  0.054
O 2.74 -0.35 -2.26  -0.675
N 2.14 0.74 0.51  -0.916
C 4.16 -0.49 1.28  -0.252
C 5.25 0.23 1.25  -0.274
C 4.95 1.66 0.66  -0.186
C 3.89 2.33 0.16  -0.247
C 2.40 1.96 0.01  0.040
S 1.63 2.03 -1.49  0.068
H 3.03 -1.57 0.07  0.223
H 6.24 -0.02 1.58  0.244
H 5.85 2.27 0.60  0.213
H 4.14 3.31 -0.24  0.227
Cl 0.33 -1.66 2.57  -0.009
C 2.07 -1.53 2.32  -0.778
Cl 2.62 -0.59 1.07  1.232
C 2.47 1.07 3.68  1.027
O 3.36 0.55 4.20  -0.517
O 1.58 1.67 3.23  -0.517
H 2.59 -2.09 3.08  0.246
C -2.01 2.87 -1.65  -0.426
N -2.95 2.51 -0.61  -0.397
C -4.38 2.83 -0.71  -0.219
C -4.97 2.24 0.58  -0.228
N -3.77 1.81 1.29  -0.573
C -2.66 1.92 0.55  0.362
S -1.13 1.49 1.16  -0.124
H -2.49 2.76 -2.62  0.211
H -1.15 2.20 -1.60  0.260
H -1.66 3.89 -1.52  0.216
H -4.80 2.38 -1.61  0.212
H -4.51 3.91 -0.77  0.211
H -5.63 1.39 0.39  0.210
H -5.52 2.98 1.16  0.213
H -3.76 1.28 2.15  0.435



Of them, w has the highest stability.



w.
2 unconnected molecules or ions with the total composition C5H14NOP, computed with ωB97M-V with the def2-TZVPD basis set.

## Properties
- gap between HOMO and LUMO (eV) = 7.90
- net charge = 0

Each line ends with the natural charge from an NBO analysis.
Element x y z (Å)
C -2.65 0.89 0.74  -0.607
C 3.07 -1.20 0.38  -0.652
C -2.74 -0.42 -0.10  -0.407
C -1.33 -1.06 -0.26  -0.215
C 2.84 0.31 0.24  -0.620
N -0.34 -0.14 -0.69  -0.968
O 0.55 2.14 -0.78  -1.043
P 0.40 0.94 0.37  1.213
H -1.89 1.61 0.30  0.202
H -3.55 1.40 0.68  0.214
H -2.28 0.51 1.73  0.211
H 2.11 -1.77 0.16  0.203
H 3.68 -1.54 -0.41  0.204
H 3.55 -1.53 1.36  0.205
H -2.98 -0.09 -1.10  0.188
H -3.36 -1.20 0.28  0.209
H -0.99 -1.55 0.64  0.191
H -1.37 -1.81 -1.01  0.197
H 3.01 0.53 -0.93  0.175
H 3.36 1.05 0.80  0.187
H -0.51 0.21 -1.58  0.393
H 1.43 2.72 -0.80  0.521



x.
2 unconnected molecules or ions with the total composition C5H14NOP, computed with ωB97M-V with the def2-TZVPD basis set.

## Properties
- gap between HOMO and LUMO (eV) = 9.92
- net charge = 0
- structure (SMILES) = COP(C)N.C=CC

Each line ends with the natural charge from an NBO analysis.
Element x y z (Å)
C 1.90 2.23 0.32  -0.243
O 2.50 0.97 0.10  -0.822
P 1.57 -0.41 -0.14  1.216
C 2.85 -1.23 -1.20  -0.958
N 1.89 -1.31 1.27  -1.165
H 1.46 2.61 -0.60  0.170
H 2.69 2.90 0.64  0.189
H 1.13 2.19 1.09  0.167
H 2.65 -2.30 -1.22  0.232
H 3.84 -1.04 -0.79  0.228
H 2.80 -0.83 -2.21  0.231
H 2.86 -1.27 1.58  0.379
H 1.27 -1.13 2.04  0.385
C -1.84 0.46 -0.08  -0.403
C -3.14 0.40 -0.29  -0.172
C -4.00 -0.75 0.11  -0.644
H -1.31 -0.34 0.40  0.187
H -1.25 1.31 -0.39  0.194
H -3.66 1.22 -0.78  0.190
H -4.57 -1.12 -0.75  0.214
H -3.40 -1.57 0.50  0.209
H -4.72 -0.44 0.87  0.215



Of them, x has the highest stability.



w.
5 unconnected molecules or ions with the total composition C2H16N2O4, computed with ωB97M-V with the def2-TZVPD basis set.

## Properties
- gap between HOMO and LUMO (eV) = 9.70
- net charge = 0
- structure (SMILES) = NCCN.O.O.O.O

Each line ends with the natural charge from an NBO analysis.
Element x y z (Å)
N -0.95 -1.51 -0.11  -0.891
C 0.23 -1.67 -0.97  -0.274
C 0.20 -0.64 -2.11  -0.234
N 1.17 0.38 -1.89  -0.838
H -0.87 -1.68 0.89  0.415
H -1.51 -2.32 -0.53  0.369
H 0.58 -2.70 -1.20  0.195
H 1.21 -1.34 -0.52  0.217
H 0.66 -0.97 -3.08  0.200
H -0.81 -0.22 -2.08  0.159
H 1.23 1.04 -2.72  0.353
H 0.91 0.94 -1.13  0.361
O 0.27 -1.30 2.73  -0.984
H 0.42 -0.45 2.39  0.497
H 0.88 -1.58 3.32  0.469
O 0.84 1.19 2.64  -0.985
H 0.30 1.70 3.22  0.477
H 1.21 1.83 1.94  0.515
O 0.45 2.38 0.25  -0.972
H -0.32 1.73 0.23  0.506
H -0.01 3.14 0.39  0.469
O -2.03 1.02 -0.36  -0.994
H -2.33 0.89 -1.23  0.471
H -1.72 0.14 -0.06  0.500



x.
5 unconnected molecules or ions with the total composition C2H16N2O4, computed with ωB97M-V with the def2-TZVPD basis set.

## Properties
- gap between HOMO and LUMO (eV) = 10.00
- net charge = 0
- structure (SMILES) = NCCN.O.O.O.O

Each line ends with the natural charge from an NBO analysis.
Element x y z (Å)
N 2.11 -0.80 1.74  -0.872
C 2.25 -1.84 0.74  -0.221
C 1.94 -1.26 -0.64  -0.226
N 0.57 -1.50 -1.10  -0.851
H 2.39 0.11 1.39  0.367
H 2.50 -0.90 2.66  0.372
H 1.59 -2.68 0.95  0.180
H 3.27 -2.25 0.70  0.175
H 2.07 -0.18 -0.64  0.182
H 2.74 -1.56 -1.33  0.181
H 0.50 -1.66 -2.09  0.368
H 0.19 -2.29 -0.59  0.353
O -3.53 -0.08 -2.34  -0.925
H -3.09 -0.90 -2.08  0.461
H -3.04 0.10 -3.16  0.464
O -1.77 2.78 1.46  -0.988
H -1.98 3.13 2.33  0.467
H -1.65 1.81 1.54  0.499
O -1.22 3.55 -1.62  -0.954
H -1.42 2.84 -1.00  0.487
H -2.04 3.89 -1.97  0.467
O -1.12 0.12 1.81  -0.962
H -0.28 -0.05 2.26  0.492
H -0.99 -0.40 1.00  0.484



Of them, x has the highest stability.



w.
A single C4H4S molecule, computed with ωB97M-V with the def2-TZVPD basis set.

## Properties
- gap between HOMO and LUMO (eV) = 9.30
- net charge = 0
- structure (SMILES) = C1=C[C@H]2S[C@@H]12

Each line ends with the natural charge from an NBO analysis.
Element x y z (Å)
C -0.40 -0.53 0.66  -0.233
C -0.53 0.81 0.59  -0.167
C 0.93 0.70 -0.50  -0.350
S 2.31 0.02 0.37  0.131
C 0.69 -0.74 -0.30  -0.295
H -0.91 -1.17 1.21  0.193
H -1.00 1.74 1.15  0.235
H 0.80 1.29 -1.42  0.239
H 0.77 -1.70 -0.83  0.248



x.
2 unconnected molecules or ions with the total composition C4H4S, computed with ωB97M-V with the def2-TZVPD basis set.

## Properties
- gap between HOMO and LUMO (eV) = 9.51
- net charge = 0

Each line ends with the natural charge from an NBO analysis.
Element x y z (Å)
C -0.81 1.88 0.05  -0.291
C -0.40 0.75 -0.07  0.044
C -2.95 -0.70 -0.04  -0.205
C -0.16 -0.69 -0.02  -0.734
S -4.34 -0.13 -0.01  0.228
H -1.06 2.86 0.07  0.218
H 0.73 -0.87 -0.62  0.230
H -1.11 -1.22 -0.19  0.278
H 0.09 -0.90 0.97  0.230



Of them, w has the highest stability.



w.
A single CH4N2O molecule, computed with ωB97M-V with the def2-TZVPD basis set.

## Properties
- gap between HOMO and LUMO (eV) = 10.81
- net charge = 0
- structure (SMILES) = NC(N)=O

Each line ends with the natural charge from an NBO analysis.
Element x y z (Å)
N 0.69 -1.07 0.49  -0.901
C -0.01 -0.04 -0.16  0.782
N -0.41 1.04 0.65  -0.854
O -0.23 -0.05 -1.34  -0.590
H 0.27 -1.98 0.52  0.401
H 1.27 -0.88 1.28  0.380
H -0.29 0.89 1.64  0.378
H -1.29 1.41 0.32  0.404



x.
A single CH4N2O molecule, computed with ωB97M-V with the def2-TZVPD basis set.

## Properties
- gap between HOMO and LUMO (eV) = 9.60
- net charge = 0
- structure (SMILES) = [H]/N=N\CO

Each line ends with the natural charge from an NBO analysis.
Element x y z (Å)
H -1.61 0.69 -1.46  0.311
N -0.96 1.43 -1.11  -0.307
N 0.00 1.28 -0.43  -0.046
C 0.08 -0.34 0.37  -0.007
O 1.25 -1.24 0.72  -0.732
H -0.16 0.00 1.27  0.151
H -0.65 -1.05 -0.09  0.156
H 2.06 -0.76 0.72  0.473



Of them, w has the highest stability.